Record 1
A cluster of 6 separate species, C53H73N2O19 in total, computed with ωB97M-V/def2-TZVPD.

```
147
Properties=species:S:1:pos:R:3:mulliken_charge:R:1
C 2.74 -2.35 3.33 -0.54
C 2.88 -1.03 3.27 -0.19
C 3.32 0.54 3.30 0.54
C 3.98 1.04 1.92 0.43
C 5.38 0.38 1.49 0.80
C 6.06 -0.78 2.41 -1.20
C 6.12 0.80 0.15 0.34
C 7.51 0.15 -0.37 -1.22
C 7.07 -1.17 -1.25 0.76
C 7.13 -2.68 -0.65 -0.89
N 6.61 -1.06 -2.51 -0.74
C 5.48 1.93 -0.74 -0.64
C 4.10 2.57 -0.30 0.03
C 3.30 2.14 1.01 -0.14
C 1.86 2.84 1.33 0.93
O 0.93 2.24 1.98 -0.25
C 1.70 4.35 0.71 0.51
C 0.74 5.42 1.38 0.09
C -0.12 5.22 2.72 0.21
C -1.70 5.36 2.36 -0.86
C -2.29 4.10 1.53 -0.06
C -3.33 3.18 2.41 -0.75
C -2.58 1.84 2.93 1.16
C -3.50 0.87 3.83 -0.90
C -4.65 0.08 2.99 -0.63
C -4.04 -1.27 2.28 -0.19
C -4.95 -1.79 1.04 -0.69
C -4.07 -2.26 -0.25 -0.24
C -3.77 -1.03 -1.29 -0.80
C -2.91 0.17 -0.64 0.10
N -1.46 -0.19 -0.52 0.56
C -0.78 -1.25 0.23 -0.17
C 0.80 -1.21 0.00 -0.59
C 1.08 -0.01 -1.00 -0.64
C -0.37 0.53 -1.24 -0.40
C 0.62 6.84 0.66 -0.97
C 1.39 7.24 -0.66 0.14
C 1.11 8.71 -1.27 0.17
O 1.07 9.71 -0.46 -0.65
O 0.88 8.83 -2.67 -0.73
C 2.38 6.19 -1.29 -0.72
C 2.51 4.78 -0.59 0.13
C 3.52 3.73 -1.30 0.69
O 3.88 3.81 -2.52 -0.66
H 2.79 -3.43 3.74 0.31
H 4.15 0.64 4.11 0.43
H 2.44 1.19 3.68 -0.68
H 5.33 -1.69 2.34 0.16
H 7.06 -1.17 1.95 0.18
H 6.22 -0.42 3.49 0.31
H 8.22 -0.18 0.48 0.38
H 8.06 0.89 -1.09 0.32
H 7.19 -3.49 -1.49 0.32
H 8.02 -2.75 0.08 0.26
H 6.15 -2.84 -0.04 0.16
H 6.63 -0.04 -2.69 0.27
H 6.03 2.25 -1.71 -0.33
H 0.13 6.13 3.40 0.50
H 0.15 4.29 3.34 -0.73
H -2.36 5.48 3.32 0.46
H -1.90 6.32 1.74 0.30
H -2.92 4.46 0.62 0.48
H -1.44 3.41 1.16 -0.16
H -3.83 3.80 3.25 0.33
H -4.20 2.84 1.71 0.20
H -1.71 2.20 3.61 -0.46
H -2.19 1.29 2.00 -0.38
H -2.81 0.03 4.28 0.31
H -3.99 1.40 4.72 0.38
H -5.16 0.74 2.20 0.25
H -5.42 -0.31 3.77 0.37
H -3.00 -0.96 1.88 -0.13
H -3.87 -2.06 3.10 0.45
H -5.62 -0.91 0.69 0.24
H -5.57 -2.70 1.37 0.38
H -4.73 -3.02 -0.84 0.20
H -3.12 -2.83 0.05 0.15
H -4.79 -0.66 -1.71 0.36
H -3.20 -1.48 -2.20 0.30
H -2.98 1.08 -1.37 0.39
H -3.34 0.57 0.36 -0.46
H -1.30 -2.01 0.91 0.23
H 1.56 -1.94 0.49 0.35
H 2.09 0.32 -1.44 0.41
H -0.69 1.40 -1.92 0.28
H -0.10 7.62 1.11 0.38
H 2.99 6.41 -2.26 0.39
C 0.64 2.72 5.47 -0.42
O 0.61 3.16 6.82 -0.41
C 1.62 2.68 7.58 0.69
O 2.51 1.95 7.20 -0.55
O 1.48 3.17 8.83 -0.36
C 2.48 2.75 9.74 -0.62
H -0.21 3.16 4.95 0.12
H 1.56 3.06 4.97 0.31
H 0.56 1.63 5.41 0.41
H 3.47 3.09 9.42 0.29
H 2.47 1.66 9.85 0.29
H 2.27 3.20 10.71 0.22
C 6.65 4.90 -3.03 -0.28
O 7.63 5.41 -2.13 -0.31
C 8.89 5.03 -2.41 0.81
O 9.23 4.32 -3.33 -0.56
O 9.71 5.58 -1.49 -0.33
C 11.08 5.26 -1.66 -0.62
H 5.67 5.27 -2.71 0.00
H 6.83 5.26 -4.04 0.37
H 6.63 3.81 -3.00 0.17
H 11.45 5.63 -2.63 0.29
H 11.24 4.18 -1.58 0.27
H 11.65 5.76 -0.87 0.22
C -7.61 -4.80 -4.38 -0.56
O -6.67 -5.78 -4.82 -0.33
C -5.44 -5.66 -4.28 0.79
O -5.10 -4.82 -3.48 -0.52
O -4.66 -6.64 -4.78 -0.33
C -3.32 -6.63 -4.28 -0.57
H -8.56 -5.00 -4.89 0.19
H -7.77 -4.88 -3.30 0.26
H -7.28 -3.80 -4.66 0.30
H -3.31 -6.78 -3.20 0.31
H -2.82 -5.69 -4.55 0.27
H -2.79 -7.45 -4.75 0.19
C -10.46 -7.54 -1.41 -0.58
O -11.50 -6.75 -0.84 -0.30
C -11.49 -5.46 -1.22 0.79
O -10.69 -4.95 -1.97 -0.52
O -12.51 -4.83 -0.60 -0.32
C -12.62 -3.45 -0.91 -0.61
H -10.57 -8.56 -1.04 0.21
H -10.55 -7.56 -2.50 0.28
H -9.48 -7.16 -1.11 0.28
H -12.80 -3.30 -1.98 0.28
H -11.73 -2.91 -0.59 0.29
H -13.48 -3.05 -0.37 0.22
C 2.11 -8.42 -4.99 -0.61
O 2.43 -7.20 -5.65 -0.32
C 1.37 -6.38 -5.84 0.80
O 0.23 -6.61 -5.50 -0.53
O 1.80 -5.27 -6.47 -0.31
C 0.78 -4.32 -6.73 -0.60
H 3.04 -8.99 -4.89 0.21
H 1.72 -8.23 -3.99 0.28
H 1.40 -9.01 -5.58 0.28
H 0.33 -3.96 -5.80 0.29
H 0.01 -4.74 -7.39 0.28
H 1.24 -3.47 -7.24 0.21
```

E ... -98008.109 eV
Total charge ... -1
E_HOMO ... -4.8 eV
Lowest unoccupied orbital energy ... 0.77 eV
Gap between HOMO and LUMO ... 5.558 eV
Max |F| ... 7.085 eV Å⁻¹


Record 2
A structure of composition C25H36NTa, computed with ωB97M-V/def2-TZVPD.

```
63
Properties=species:S:1:pos:R:3:nbo_charge:R:1
Ta 0.31 0.28 -0.67 2.27
C -0.84 2.01 1.27 -0.03
C 0.31 1.07 1.27 -0.46
C -0.19 -0.03 2.10 -0.07
C -1.40 0.29 2.69 0.09
C -1.89 1.52 2.10 0.05
C -3.12 2.37 2.41 -0.67
C -2.02 -0.28 3.90 -0.67
C 0.42 -1.35 2.59 -0.66
C 1.73 1.67 1.26 -0.64
C -0.79 3.43 0.80 -0.68
H -3.23 2.72 3.45 0.26
H -4.09 1.80 2.22 0.25
H -3.13 3.22 1.75 0.23
H -1.35 -1.00 4.37 0.24
H -3.00 -0.76 3.74 0.26
H -2.20 0.56 4.63 0.26
H -0.33 -2.18 2.63 0.24
H 0.74 -1.29 3.67 0.25
H 1.25 -1.77 1.99 0.23
H 1.81 2.75 1.36 0.26
H 2.39 1.47 0.41 0.23
H 2.24 1.30 2.18 0.29
H 0.23 3.86 0.69 0.22
H -1.28 4.01 1.61 0.26
H -1.36 3.67 -0.14 0.22
C 1.18 3.14 -2.23 -0.42
N 0.56 1.80 -2.36 -0.52
C 1.41 1.11 -3.38 -0.44
C -0.81 2.16 -2.90 -0.26
C -1.85 1.14 -2.46 0.01
C -3.18 1.37 -2.91 -0.22
C -4.16 0.43 -2.70 -0.12
C -3.87 -0.76 -2.02 -0.20
C -2.55 -1.05 -1.71 -0.14
C -1.57 -0.02 -1.63 -0.55
H 1.23 3.61 -3.25 0.24
H 2.22 3.03 -1.95 0.22
H 0.66 3.73 -1.52 0.23
H 1.53 1.66 -4.35 0.26
H 0.93 0.16 -3.59 0.23
H 2.40 0.93 -2.95 0.23
H -0.87 2.35 -4.00 0.26
H -1.05 3.14 -2.47 0.24
H -3.47 2.32 -3.38 0.24
H -5.20 0.63 -3.05 0.25
H -4.67 -1.45 -1.84 0.25
H -2.27 -1.98 -1.21 0.23
C 1.66 -4.71 0.29 -0.60
C 2.69 -3.62 0.28 -0.18
C 3.60 -3.83 -0.89 -0.59
C 3.58 -3.68 1.52 -0.59
C 2.09 -2.25 -0.05 0.45
C 1.52 -1.24 -0.47 -0.80
H 2.06 -5.65 0.64 0.25
H 1.27 -4.93 -0.69 0.23
H 0.82 -4.53 0.95 0.22
H 4.33 -4.65 -0.72 0.25
H 4.20 -2.91 -0.97 0.21
H 3.03 -3.91 -1.81 0.22
H 3.97 -4.67 1.76 0.25
H 3.01 -3.28 2.37 0.22
H 4.38 -2.93 1.39 0.22
```

E ... -29529.857 eV
Total charge ... +2
E_HOMO ... -13.9 eV
Lowest unoccupied orbital energy ... -8.11 eV
Gap between HOMO and LUMO ... 5.822 eV
Max |F| ... 3.310 eV Å⁻¹


Record 3
The ion C3H7N2Si with charge +1, computed with ωB97M-V/def2-TZVPD.

```
13
Properties=species:S:1:pos:R:3:nbo_charge:R:1
Si 2.43 -0.02 0.01 1.09
N 0.23 -0.11 -0.11 -0.53
C -0.48 1.05 -0.04 -0.07
C -1.80 0.75 0.05 -0.05
N -1.87 -0.61 0.04 -0.46
C -0.63 -1.10 -0.06 0.22
H 2.59 -1.00 1.07 -0.13
H 2.59 1.39 0.33 -0.13
H 2.69 -0.44 -1.36 -0.12
H 0.00 2.01 -0.06 0.24
H -2.66 1.37 0.13 0.26
H -2.72 -1.16 0.10 0.45
H -0.38 -2.14 -0.09 0.24
```

E ... -14075.436 eV
Total charge ... +1
E_HOMO ... -13.9 eV
Lowest unoccupied orbital energy ... -3.89 eV
Gap between HOMO and LUMO ... 10.034 eV
Max |F| ... 3.140 eV Å⁻¹


What is the formula in the first record?
C53H73N2O19


Among the records above, which one has the highest lowest unoccupied orbital energy?
C53H73N2O19


Among the records above, which one has the highest total charge?
C25H36NTa


Which value of gap between HOMO and LUMO does entry 2 give?
5.822 eV